(1)
Molecular formula: C19H26N4O3S
Method: DFT, ωB97M-V/def2-TZVPD

Last columns: bonded neighbours and bond lengths (Å).
Geometry (Å):
1 C -7.4713 -0.6045 0.6779  C2 1.521, H28 1.087, H29 1.087, H30 1.086
2 C -6.0178 -0.7734 0.2635  C1 1.521, O3 1.415, H31 1.099, H32 1.098
3 O -5.4246 0.5114 0.2500  C2 1.415, C4 1.360
4 C -4.1062 0.6184 -0.0679  O3 1.360, C5 1.391, C27 1.391
5 C -3.5721 1.9032 -0.0528  C4 1.391, C6 1.383, H33 1.078
6 C -2.2385 2.1198 -0.3506  C5 1.383, C7 1.385, H34 1.078
7 C -1.4084 1.0588 -0.6742  C6 1.385, O8 1.370, C11 1.407
8 O -0.0741 1.1355 -0.9772  C7 1.370, C9 1.411
9 C 0.5604 2.3899 -1.0938  O8 1.411, C10 1.527, H35 1.096, H36 1.094
10 C 1.0235 2.9330 0.2557  C9 1.527, H37 1.087, H38 1.087, H39 1.086
11 C -1.9499 -0.2395 -0.7028  C7 1.407, N12 1.399, C27 1.386
12 N -1.0710 -1.2723 -1.0447  C11 1.399, C13 1.349, H40 1.022
13 C -1.2340 -2.6002 -0.8705  N12 1.349, O14 1.213, C15 1.527
14 O -2.2373 -3.1557 -0.4748  C13 1.213
15 C 0.0300 -3.3892 -1.2049  C13 1.527, S16 1.823, H41 1.089, H42 1.089
16 S 1.2897 -3.1410 0.0898  C15 1.823, C17 1.738
17 C 2.0672 -1.7181 -0.5367  S16 1.738, N18 1.307, N24 1.367
18 N 1.7768 -1.1158 -1.6592  C17 1.307, N19 1.341
19 N 2.6232 -0.0838 -1.7858  N18 1.341, C20 1.306
20 C 3.4150 -0.0552 -0.7475  N19 1.306, C21 1.462, N24 1.376
21 C 4.4545 0.9673 -0.6363  C20 1.462, C22 1.505, C23 1.507, H43 1.083
22 C 4.9710 1.5292 0.6603  C21 1.505, C23 1.494, H44 1.078, H45 1.079
23 C 5.8607 0.6726 -0.1800  C21 1.507, C22 1.494, H46 1.079, H47 1.079
24 N 3.1066 -1.0966 0.0969  C17 1.367, C20 1.376, C25 1.441
25 C 3.5853 -1.4695 1.4044  N24 1.441, C26 1.527, H48 1.095, H49 1.090
26 C 2.6763 -0.9176 2.5001  C25 1.527, H50 1.088, H51 1.086, H52 1.087
27 C -3.2853 -0.4546 -0.4002  C4 1.391, C11 1.386, H53 1.076
28 H -7.9837 0.0481 -0.0238  C1 1.087
29 H -7.5255 -0.1587 1.6673  C1 1.087
30 H -7.9656 -1.5715 0.6938  C1 1.086
31 H -5.9576 -1.2268 -0.7352  C2 1.099
32 H -5.4925 -1.4246 0.9749  C2 1.098
33 H -4.2161 2.7294 0.2013  C5 1.078
34 H -1.8600 3.1292 -0.3217  C6 1.078
35 H -0.0924 3.1087 -1.6023  C9 1.096
36 H 1.4272 2.1879 -1.7305  C9 1.094
37 H 0.1810 3.0699 0.9295  C10 1.087
38 H 1.7193 2.2328 0.7114  C10 1.087
39 H 1.5261 3.8862 0.1165  C10 1.086
40 H -0.1690 -0.9438 -1.3950  N12 1.022
41 H 0.4762 -3.0787 -2.1481  C15 1.089
42 H -0.1945 -4.4548 -1.2014  C15 1.089
43 H 4.3545 1.6629 -1.4607  C21 1.083
44 H 4.5956 1.1376 1.5921  C22 1.078
45 H 5.1651 2.5905 0.6922  C22 1.079
46 H 6.0990 -0.3262 0.1527  C23 1.079
47 H 6.6654 1.1423 -0.7238  C23 1.079
48 H 3.5926 -2.5632 1.4521  C25 1.095
49 H 4.6062 -1.1094 1.5307  C25 1.090
50 H 2.6175 0.1678 2.4464  C26 1.088
51 H 3.0629 -1.2004 3.4750  C26 1.086
52 H 1.6729 -1.3221 2.3933  C26 1.087
53 H -3.6541 -1.4647 -0.4253  C27 1.076

Computed properties:
LUMO energy = 0.58 eV
Total charge = 0
Total energy = -1582.517607 Ha
Maximum force = 0.023 hartree/bohr
Highest occupied orbital energy = -7.4 eV

***

(2)
Molecular formula: C19H26N4O4
Method: DFT, ωB97M-V/def2-TZVPD

Last columns: bonded neighbours and bond lengths (Å).
Geometry (Å):
1 C -3.3370 5.9066 -0.5035  C2 1.482, H28 1.089, H29 1.085, H30 1.088
2 C -2.1878 4.9761 -0.4052  C1 1.482, C3 1.365, O27 1.345
3 C -1.1518 4.6978 -1.2493  C2 1.365, C4 1.420, H31 1.068
4 C -0.4124 3.7048 -0.5545  C3 1.420, C5 1.436, N26 1.314
5 C 0.7757 3.0463 -1.0189  C4 1.436, N6 1.299, O25 1.351
6 N 1.4060 3.2944 -2.1269  C5 1.299, N7 1.341
7 N 2.4400 2.4422 -2.1896  N6 1.341, C8 1.296
8 C 2.3952 1.7077 -1.1234  N7 1.296, C9 1.483, O25 1.348
9 C 3.3249 0.6184 -0.7382  C8 1.483, C10 1.529, H32 1.093, H33 1.090
10 C 2.6236 -0.3807 0.1824  C9 1.529, C11 1.529, H34 1.090, H35 1.092
11 C 1.3471 -0.8790 -0.4957  C10 1.529, O12 1.219, N13 1.352
12 O 1.0825 -0.5395 -1.6360  C11 1.219
13 N 0.5113 -1.6576 0.2281  C11 1.352, C14 1.446, C19 1.452
14 C 0.8015 -2.2180 1.5294  N13 1.446, C15 1.533, H36 1.088, H37 1.095
15 C 1.0851 -3.7240 1.4762  C14 1.533, C16 1.539, C18 1.541, H38 1.090
16 C 2.2656 -4.1224 0.5724  C15 1.539, C17 1.536, H39 1.088, H40 1.088
17 C 3.1330 -4.3517 1.8192  C16 1.536, C18 1.536, H41 1.087, H42 1.088
18 C 1.8776 -4.2299 2.6965  C15 1.541, C17 1.536, H43 1.087, H44 1.088
19 C -0.7782 -1.9931 -0.3486  N13 1.452, C20 1.540, H45 1.092, H46 1.091
20 C -1.8973 -1.0624 0.1552  C19 1.540, C21 1.539, O24 1.422, H47 1.099
21 C -1.7388 0.3855 -0.3430  C20 1.539, C22 1.528, H48 1.088, H49 1.089
22 C -3.1443 0.7489 -0.8201  C21 1.528, C23 1.527, H50 1.088, H51 1.091
23 C -3.6699 -0.6167 -1.2549  C22 1.527, O24 1.414, H52 1.091, H53 1.100
24 O -3.1575 -1.5316 -0.3057  C20 1.422, C23 1.414
25 O 1.3676 2.0517 -0.3221  C5 1.351, C8 1.348
26 N -0.9760 3.4343 0.6015  C4 1.314, O27 1.348
27 O -2.0708 4.2150 0.6978  C2 1.345, N26 1.348
28 H -4.2691 5.3454 -0.5561  C1 1.089
29 H -3.2375 6.5208 -1.3928  C1 1.085
30 H -3.3786 6.5435 0.3782  C1 1.088
31 H -0.9248 5.1082 -2.2082  C3 1.068
32 H 4.1955 1.0467 -0.2341  C9 1.093
33 H 3.6603 0.1383 -1.6576  C9 1.090
34 H 3.2986 -1.2075 0.4044  C10 1.090
35 H 2.3520 0.1190 1.1147  C10 1.092
36 H 1.6633 -1.7124 1.9600  C14 1.088
37 H -0.0554 -2.0419 2.1882  C14 1.095
38 H 0.1613 -4.2688 1.2791  C15 1.090
39 H 2.0753 -5.0376 0.0164  C16 1.088
40 H 2.6045 -3.3611 -0.1264  C16 1.088
41 H 3.6504 -5.3069 1.8654  C17 1.087
42 H 3.8554 -3.5567 1.9942  C17 1.088
43 H 1.5214 -5.1891 3.0645  C18 1.087
44 H 1.9434 -3.5371 3.5332  C18 1.088
45 H -0.6979 -1.9036 -1.4341  C19 1.092
46 H -1.0391 -3.0226 -0.0991  C19 1.091
47 H -1.9300 -1.1031 1.2530  C20 1.099
48 H -1.3747 1.0507 0.4373  C21 1.088
49 H -1.0420 0.4121 -1.1801  C21 1.089
50 H -3.1430 1.4739 -1.6310  C22 1.088
51 H -3.7420 1.1350 0.0068  C22 1.091
52 H -4.7575 -0.7013 -1.2378  C23 1.091
53 H -3.3046 -0.8668 -2.2613  C23 1.100

Computed properties:
LUMO energy = 0.70 eV
Total charge = 0
Total energy = -1259.518199 Ha
Maximum force = 0.034 hartree/bohr
Highest occupied orbital energy = -9.0 eV

***

(3)
Molecular formula: C19H26N4O4S
Method: DFT, ωB97M-V/def2-TZVPD

Last columns: bonded neighbours and bond lengths (Å).
Geometry (Å):
1 C 7.3451 0.9489 0.6888  O2 1.410, H29 1.096, H30 1.095, H31 1.088
2 O 6.2688 0.3340 1.3603  C1 1.410, C3 1.402
3 C 6.0369 -1.0028 1.0068  O2 1.402, C4 1.540, H32 1.100, H33 1.093
4 C 5.3063 -1.1841 -0.3370  C3 1.540, N5 1.453, H34 1.092, H35 1.090
5 N 4.0448 -0.4639 -0.3320  C4 1.453, C6 1.366, C27 1.396
6 C 3.9311 0.7064 -1.0275  N5 1.366, S7 1.650, N8 1.359
7 S 5.0791 1.2986 -2.0533  C6 1.650
8 N 2.7718 1.4033 -0.8953  C6 1.359, C9 1.371, H36 1.012
9 C 1.7040 0.9956 -0.1372  N8 1.371, C10 1.391, C26 1.400
10 C 0.5417 1.7541 -0.0403  C9 1.391, C11 1.385, H37 1.080
11 C -0.5231 1.2940 0.7172  C10 1.385, C12 1.500, C24 1.398
12 C -1.7506 2.1540 0.7801  C11 1.500, O13 1.217, N14 1.348
13 O -1.6901 3.3682 0.7144  C12 1.217
14 N -2.8978 1.4621 0.9304  C12 1.348, C15 1.443, H38 1.016
15 C -4.1913 2.1005 0.8834  N14 1.443, C16 1.531, H39 1.096, H40 1.093
16 C -4.9654 1.7285 -0.3841  C15 1.531, C17 1.531, H41 1.091, H42 1.091
17 C -5.3148 0.2388 -0.4335  C16 1.531, N18 1.454, H43 1.103, H44 1.093
18 N -4.1263 -0.5984 -0.4473  C17 1.454, C19 1.451, C23 1.453
19 C -3.4729 -0.6872 -1.7397  N18 1.451, C20 1.541, H45 1.104, H46 1.089
20 C -2.0452 -1.2203 -1.5097  C19 1.541, O21 1.409, H47 1.092, H48 1.101
21 O -1.9443 -1.8860 -0.2718  C20 1.409, C22 1.406
22 C -3.0406 -2.7408 -0.0582  O21 1.406, C23 1.544, H49 1.090, H50 1.100
23 C -4.3472 -1.9310 0.0869  N18 1.453, C22 1.544, H51 1.104, H52 1.093
24 C -0.4225 0.0835 1.4083  C11 1.398, C25 1.377, H53 1.077
25 C 0.7281 -0.6672 1.3164  C24 1.377, C26 1.394, H54 1.078
26 C 1.7977 -0.2273 0.5375  C9 1.400, C25 1.394, C27 1.464
27 C 3.0255 -1.0194 0.4441  N5 1.396, C26 1.464, O28 1.212
28 O 3.1858 -2.0924 0.9845  C27 1.212
29 H 8.2604 0.3537 0.7876  C1 1.096
30 H 7.1332 1.1070 -0.3734  C1 1.095
31 H 7.4874 1.9153 1.1683  C1 1.088
32 H 6.9796 -1.5672 0.9630  C3 1.100
33 H 5.4127 -1.4134 1.8042  C3 1.093
34 H 5.0945 -2.2467 -0.4729  C4 1.092
35 H 5.9064 -0.8118 -1.1677  C4 1.090
36 H 2.7212 2.2779 -1.4022  N8 1.012
37 H 0.4582 2.7045 -0.5464  C10 1.080
38 H -2.9169 0.4650 0.7387  N14 1.016
39 H -4.7667 1.8027 1.7669  C15 1.096
40 H -4.0201 3.1794 0.9184  C15 1.093
41 H -4.3734 2.0105 -1.2556  C16 1.091
42 H -5.8937 2.3005 -0.4118  C16 1.091
43 H -5.9583 0.0367 -1.3061  C17 1.103
44 H -5.8853 -0.0133 0.4644  C17 1.093
45 H -4.0312 -1.3519 -2.4223  C19 1.104
46 H -3.4271 0.3008 -2.1962  C19 1.089
47 H -1.3210 -0.4047 -1.4571  C20 1.092
48 H -1.7590 -1.8977 -2.3287  C20 1.101
49 H -2.8187 -3.2937 0.8552  C22 1.090
50 H -3.1238 -3.4566 -0.8891  C22 1.100
51 H -5.1692 -2.4540 -0.4327  C23 1.104
52 H -4.6180 -1.8291 1.1409  C23 1.093
53 H -1.2369 -0.2572 2.0262  C24 1.077
54 H 0.8312 -1.6063 1.8365  C25 1.078

Computed properties:
LUMO energy = 0.01 eV
Total charge = 0
Total energy = -1657.816569 Ha
Maximum force = 0.015 hartree/bohr
Highest occupied orbital energy = -8.3 eV

***

(4)
Molecular formula: C19H26N6O2
Method: DFT, ωB97M-V/def2-TZVPD

Last columns: bonded neighbours and bond lengths (Å).
Geometry (Å):
1 C 8.0917 -3.3791 4.4912  C2 1.404, C14 1.404, H15 1.086
2 C 7.1517 -3.6948 5.4852  C1 1.404, C3 1.402, H16 1.086
3 C 5.8906 -3.0825 5.4801  C2 1.402, C4 1.396, H17 1.085
4 C 5.5916 -2.1607 4.4752  C3 1.396, N5 1.372, C13 1.386
5 N 4.4985 -1.3928 4.1640  C4 1.372, C6 1.385, H18 1.016
6 C 4.7809 -0.6499 3.0297  N5 1.385, C7 1.474, N12 1.319
7 C 3.8184 0.2874 2.4227  C6 1.474, C8 1.453, N11 1.320
8 C 4.0635 1.1024 1.2446  C7 1.453, C9 1.359, H19 1.086
9 C 2.9295 1.8198 1.0263  C8 1.359, N10 1.386, H20 1.087
10 N 2.0592 1.4391 2.0353  C9 1.386, N11 1.366, H21 1.022
11 N 2.5995 0.5105 2.8783  C7 1.320, N10 1.366
12 N 6.0017 -0.9071 2.6012  C6 1.319, C13 1.391
13 C 6.5153 -1.8443 3.4909  C4 1.386, N12 1.391, C14 1.395
14 C 7.7722 -2.4494 3.4893  C1 1.404, C13 1.395, H22 1.084
15 H 9.0680 -3.8538 4.4963  C1 1.086
16 H 7.4009 -4.4144 6.2595  C2 1.086
17 H 5.1573 -3.3200 6.2437  C3 1.085
18 H 3.6187 -1.3590 4.6706  N5 1.016
19 H 4.9830 1.1187 0.6665  C8 1.086
20 H 2.7489 2.5379 0.2299  C9 1.087
21 H 1.1177 1.8202 2.1446  N10 1.022
22 H 8.4836 -2.1910 2.7128  C14 1.084
23 C -7.2645 2.2182 -2.5760  N24 1.461, H36 1.091, H37 1.091, H38 1.092
24 N -6.2363 1.1887 -2.4397  C23 1.461, C25 1.338, H39 1.008
25 C -4.9264 1.4474 -2.3494  N24 1.338, O26 1.226, C27 1.544
26 O -4.4875 2.5901 -2.4099  C25 1.226
27 C -3.9808 0.2309 -2.2566  C25 1.544, C28 1.549, N32 1.473, H40 1.089
28 C -2.4681 0.5654 -2.2622  C27 1.549, C29 1.542, H41 1.090, H42 1.091
29 C -1.9509 1.0502 -0.8929  C28 1.542, C30 1.533, C31 1.529, H43 1.090
30 C -1.7313 -0.1223 0.0702  C29 1.533, H44 1.089, H45 1.090, H46 1.088
31 C -0.6169 1.7822 -1.0441  C29 1.529, H47 1.088, H48 1.090, H49 1.091
32 N -4.2881 -0.8196 -3.2425  C27 1.473, C33 1.336, H50 1.008
33 C -4.4319 -0.7320 -4.5677  N32 1.336, C34 1.517, O35 1.220
34 C -4.2239 0.5774 -5.3044  C33 1.517, H51 1.086, H52 1.087, H53 1.089
35 O -4.7401 -1.7293 -5.1994  C33 1.220
36 H -8.2579 1.7681 -2.5755  C23 1.091
37 H -7.1880 2.9236 -1.7466  C23 1.091
38 H -7.1170 2.7647 -3.5093  C23 1.092
39 H -6.5248 0.2230 -2.4419  N24 1.008
40 H -4.2021 -0.2147 -1.2885  C27 1.089
41 H -2.2824 1.3425 -3.0037  C28 1.090
42 H -1.8927 -0.3123 -2.5600  C28 1.091
43 H -2.6717 1.7394 -0.4538  C29 1.090
44 H -1.3774 0.2513 1.0305  C30 1.089
45 H -0.9915 -0.8119 -0.3376  C30 1.090
46 H -2.6644 -0.6578 0.2359  C30 1.088
47 H -0.2748 2.1295 -0.0709  C31 1.088
48 H 0.1300 1.1186 -1.4807  C31 1.090
49 H -0.7530 2.6480 -1.6931  C31 1.091
50 H -4.4039 -1.7572 -2.8905  N32 1.008
51 H -3.2762 1.0238 -5.0174  C34 1.086
52 H -5.0404 1.2615 -5.0855  C34 1.087
53 H -4.2077 0.3751 -6.3744  C34 1.089

Computed properties:
LUMO energy = 0.48 eV
Total charge = 0
Total energy = -1218.670215 Ha
Maximum force = 0.037 hartree/bohr
Highest occupied orbital energy = -8.3 eV